{"formula": "C48H120F4N10O24S4V", "method": "ωB97M-V with the def2-TZVPD basis set", "elements": ["V", "N", "S", "O", "O", "F", "S", "O", "O", "F", "N", "S", "O", "O", "F", "S", "O", "O", "F", "C", "O", "C", "C", "N", "C", "C", "O", "C", "H", "H", "H", "H", "H", "H", "H", "H", "H", "H", "H", "H", "H", "H", "H", "C", "O", "C", "C", "N", "C", "C", "O", "C", "H", "H", "H", "H", "H", "H", "H", "H", "H", "H", "H", "H", "H", "H", "H", "C", "O", "C", "C", "N", "C", "C", "O", "C", "H", "H", "H", "H", "H", "H", "H", "H", "H", "H", "H", "H", "H", "H", "H", "C", "O", "C", "C", "N", "C", "C", "O", "C", "H", "H", "H", "H", "H", "H", "H", "H", "H", "H", "H", "H", "H", "H", "H", "C", "O", "C", "C", "N", "C", "C", "O", "C", "H", "H", "H", "H", "H", "H", "H", "H", "H", "H", "H", "H", "H", "H", "H", "C", "O", "C", "C", "N", "C", "C", "O", "C", "H", "H", "H", "H", "H", "H", "H", "H", "H", "H", "H", "H", "H", "H", "H", "C", "O", "C", "C", "N", "C", "C", "O", "C", "H", "H", "H", "H", "H", "H", "H", "H", "H", "H", "H", "H", "H", "H", "H", "C", "O", "C", "C", "N", "C", "C", "O", "C", "H", "H", "H", "H", "H", "H", "H", "H", "H", "H", "H", "H", "H", "H", "H"], "xyz": [[-26.953, 6.943, -13.523], [-27.765, 7.219, -15.442], [-27.876, 8.379, -16.426], [-28.742, 9.429, -15.937], [-27.687, 8.210, -17.847], [-26.488, 8.934, -15.976], [-29.130, 6.473, -16.120], [-28.808, 5.732, -17.321], [-30.421, 7.094, -15.984], [-29.123, 5.314, -14.994], [-26.371, 8.470, -12.356], [-26.587, 9.972, -12.382], [-25.645, 10.816, -13.108], [-27.151, 10.515, -11.142], [-27.884, 9.991, -13.353], [-25.139, 8.598, -11.139], [-25.669, 8.382, -9.791], [-24.024, 9.486, -11.391], [-24.451, 7.214, -11.472], [-27.929, 12.339, -18.089], [-26.678, 12.139, -17.418], [-26.509, 12.782, -16.129], [-25.083, 12.711, -15.674], [-24.252, 13.439, -16.654], [-22.781, 13.367, -16.384], [-21.941, 14.142, -17.460], [-22.094, 13.364, -18.653], [-21.442, 13.693, -19.879], [-28.212, 13.355, -18.364], [-28.753, 11.964, -17.482], [-27.867, 11.778, -19.021], [-27.097, 12.216, -15.406], [-26.919, 13.787, -16.222], [-24.686, 11.720, -15.456], [-24.945, 13.320, -14.780], [-24.560, 13.101, -17.555], [-22.370, 12.358, -16.345], [-22.626, 13.884, -15.437], [-20.893, 14.280, -17.195], [-22.242, 15.184, -17.561], [-21.887, 13.214, -20.752], [-20.392, 13.411, -19.963], [-21.517, 14.758, -20.099], [-22.152, 12.320, -13.008], [-21.350, 11.548, -13.912], [-21.679, 10.172, -13.977], [-20.598, 9.310, -14.758], [-20.979, 7.935, -14.778], [-19.920, 7.215, -15.544], [-20.287, 5.764, -15.913], [-20.173, 5.142, -14.615], [-20.774, 3.853, -14.601], [-23.207, 12.261, -13.274], [-21.821, 13.359, -13.002], [-22.153, 12.071, -11.946], [-22.654, 10.045, -14.447], [-21.809, 9.682, -13.012], [-19.606, 9.485, -14.344], [-20.567, 9.737, -15.761], [-20.882, 7.548, -13.850], [-18.976, 7.254, -15.002], [-19.688, 7.780, -16.446], [-19.493, 5.377, -16.552], [-21.270, 5.573, -16.344], [-20.916, 3.566, -13.559], [-20.178, 3.050, -15.034], [-21.744, 3.784, -15.092], [-19.430, 3.033, -11.075], [-20.193, 3.766, -10.106], [-20.999, 4.797, -10.759], [-21.466, 5.724, -9.647], [-20.382, 6.630, -9.214], [-19.391, 5.959, -8.326], [-18.430, 6.915, -7.656], [-19.193, 7.477, -6.627], [-18.461, 8.486, -5.886], [-20.111, 2.504, -11.742], [-18.774, 2.297, -10.609], [-18.868, 3.621, -11.801], [-21.832, 4.311, -11.267], [-20.490, 5.399, -11.512], [-21.859, 5.212, -8.768], [-22.268, 6.323, -10.079], [-20.864, 7.235, -8.564], [-18.800, 5.328, -8.990], [-19.804, 5.359, -7.515], [-17.974, 7.614, -8.357], [-17.597, 6.369, -7.213], [-19.049, 8.611, -4.977], [-18.420, 9.378, -6.512], [-17.442, 8.142, -5.707], [-23.701, 12.333, -9.167], [-24.337, 13.192, -8.198], [-25.610, 13.690, -8.669], [-26.494, 14.213, -7.529], [-26.599, 13.150, -6.478], [-27.635, 12.195, -6.734], [-27.582, 11.136, -5.658], [-26.296, 10.574, -5.525], [-25.751, 9.975, -6.711], [-22.714, 11.971, -8.880], [-23.543, 12.676, -10.190], [-24.243, 11.420, -9.412], [-26.129, 12.942, -9.268], [-25.453, 14.493, -9.390], [-27.444, 14.517, -7.968], [-26.020, 15.060, -7.033], [-25.759, 12.599, -6.375], [-27.502, 11.705, -7.698], [-28.636, 12.628, -6.731], [-28.329, 10.372, -5.875], [-27.810, 11.635, -4.716], [-24.788, 9.527, -6.466], [-25.542, 10.698, -7.500], [-26.301, 9.090, -7.031], [-24.369, 6.388, -15.275], [-25.151, 6.099, -14.114], [-24.871, 4.775, -13.652], [-25.813, 4.453, -12.498], [-27.187, 4.919, -12.746], [-27.920, 5.054, -11.513], [-29.206, 5.911, -11.701], [-28.912, 7.057, -12.468], [-30.071, 7.832, -12.666], [-23.327, 6.081, -15.190], [-24.503, 7.433, -15.555], [-24.750, 5.792, -16.103], [-23.883, 4.573, -13.239], [-24.965, 4.036, -14.448], [-25.521, 4.906, -11.551], [-25.666, 3.390, -12.307], [-27.548, 4.106, -13.224], [-27.317, 5.628, -10.810], [-28.128, 4.076, -11.080], [-29.564, 6.122, -10.694], [-29.934, 5.288, -12.222], [-30.338, 8.322, -11.730], [-30.909, 7.190, -12.936], [-29.903, 8.635, -13.384], [-23.517, 21.777, -12.917], [-23.921, 20.792, -11.943], [-24.810, 19.865, -12.548], [-25.418, 19.092, -11.384], [-26.314, 18.045, -11.839], [-26.911, 17.225, -10.786], [-27.408, 15.780, -11.278], [-26.218, 15.042, -11.601], [-26.469, 13.780, -12.152], [-22.780, 21.249, -13.523], [-23.023, 22.652, -12.495], [-24.303, 22.293, -13.468], [-24.283, 19.283, -13.304], [-25.609, 20.291, -13.155], [-25.935, 19.852, -10.799], [-24.629, 18.615, -10.802], [-25.780, 17.455, -12.461], [-27.814, 17.635, -10.334], [-26.150, 17.126, -10.011], [-28.122, 15.873, -12.096], [-27.990, 15.238, -10.532], [-27.407, 13.352, -11.800], [-25.664, 13.098, -11.879], [-26.464, 13.833, -13.241], [-33.598, 17.057, -16.743], [-33.523, 16.337, -17.930], [-32.171, 16.216, -18.467], [-31.207, 15.239, -17.743], [-30.693, 15.824, -16.540], [-29.641, 15.042, -15.867], [-30.269, 13.748, -15.370], [-29.438, 13.243, -14.406], [-30.087, 12.206, -13.626], [-34.649, 17.215, -16.502], [-33.110, 18.012, -16.935], [-33.102, 16.569, -15.904], [-31.670, 17.177, -18.581], [-32.186, 15.856, -19.496], [-30.358, 14.943, -18.359], [-31.795, 14.345, -17.536], [-30.281, 16.722, -16.753], [-29.197, 15.517, -14.992], [-28.855, 14.912, -16.611], [-30.417, 13.083, -16.222], [-31.205, 14.059, -14.907], [-31.139, 12.454, -13.482], [-29.626, 12.194, -12.638], [-29.960, 11.250, -14.134], [-25.088, 3.714, -9.065], [-25.682, 4.931, -8.679], [-26.690, 4.724, -7.786], [-27.389, 6.064, -7.368], [-27.732, 6.956, -8.476], [-28.727, 7.906, -8.036], [-28.861, 9.034, -9.022], [-30.062, 9.831, -8.790], [-30.270, 10.962, -9.618], [-24.117, 3.911, -9.521], [-25.723, 3.207, -9.791], [-24.967, 3.016, -8.236], [-26.313, 4.256, -6.876], [-27.546, 4.187, -8.195], [-26.587, 6.596, -6.858], [-28.262, 5.840, -6.755], [-26.855, 7.314, -8.826], [-28.543, 8.298, -7.036], [-29.681, 7.383, -8.108], [-28.782, 8.740, -10.068], [-28.044, 9.731, -8.834], [-30.361, 10.739, -10.681], [-29.455, 11.662, -9.434], [-31.207, 11.447, -9.344]], "total_charge": 0, "homo_lumo_gap_ha": [0.270, 0.271], "s2": 3.7550, "multiplicity": 4, "e_lumo_ha": [-0.0249, -0.0243]}